[1]
{"formula": "C10H13B", "method": "the ωB97M-V functional and the def2-TZVPD basis", "smiles": "C[C@]12CB1[C@H]1C=CC[C@]13C[C@@H]32", "fmax_ha_per_bohr": 0.043, "homo_energy_ha": -0.32057, "de_lowest_kcal_mol": 0.0, "lumo_ev": 0.384, "e_tot_ha": -413.5848, "species": ["B", "C", "C", "C", "C", "C", "C", "C", "C", "C", "C", "H", "H", "H", "H", "H", "H", "H", "H", "H", "H", "H", "H", "H"], "positions_angstrom": [[-1.027958, 0.965396, 0.369506], [-1.377248, -2.483502, 0.204272], [-1.922592, -1.479188, 0.871028], [-1.141591, 1.404377, -1.094639], [0.084666, -2.308539, -0.098927], [1.721157, -0.334819, 0.717238], [-0.975967, -0.367363, 1.171795], [1.011022, 0.200001, -0.495061], [0.226979, 1.486397, -0.359580], [0.397675, -0.899449, 0.337323], [1.008724, 2.774888, -0.409216], [-1.889671, -3.381297, -0.100277], [-2.951167, -1.433289, 1.189876], [-1.279159, 0.687670, -1.896492], [-1.519663, 2.379274, -1.371094], [0.674548, -3.037097, 0.470146], [0.290284, -2.469529, -1.160243], [2.589085, -0.960522, 0.559889], [1.788753, 0.294286, 1.591666], [-0.750558, -0.316589, 2.239724], [1.417291, -0.033904, -1.473504], [0.335969, 3.630355, -0.349713], [1.578170, 2.853213, -1.337564], [1.711252, 2.829228, 0.423846]], "atomic_forces_ev_per_a": [[0.715, -0.710, -0.587], [0.018, -0.138, -0.099], [-0.073, 0.128, -0.034], [-0.264, -0.027, 0.069], [0.192, -0.105, -0.015], [0.030, 0.024, 0.059], [1.478, -0.383, -0.594], [-0.251, 0.249, 0.143], [0.470, 0.303, 0.084], [-1.810, 0.735, 0.998], [-0.244, -0.097, 0.036], [-0.188, -0.112, -0.012], [-0.189, -0.106, 0.011], [-0.134, -0.179, -0.029], [0.037, 0.204, 0.134], [0.016, -0.016, -0.093], [0.081, -0.018, 0.001], [0.024, -0.081, -0.076], [-0.047, 0.125, 0.120], [0.055, 0.177, -0.024], [-0.008, -0.125, -0.078], [0.052, 0.091, 0.027], [0.012, 0.031, -0.047], [0.027, 0.030, 0.007]]}

[2]
{"formula": "C10H13BrOS", "method": "the ωB97M-V functional and the def2-TZVPD basis", "fmax_ha_per_bohr": 0.012, "homo_energy_ha": -0.31991, "de_lowest_kcal_mol": 0.0, "lumo_ev": 0.656, "e_tot_ha": -3436.2687, "species": ["C", "C", "C", "C", "C", "C", "C", "C", "C", "C", "O", "S", "Br", "H", "H", "H", "H", "H", "H", "H", "H", "H", "H", "H", "H", "H"], "positions_angstrom": [[2.753922, -1.051217, -0.221207], [1.957875, 1.065362, -0.977125], [1.475604, -1.395293, 0.169765], [0.677848, 0.729821, -0.573351], [3.016761, 0.187435, -0.797152], [0.422579, -0.501758, 0.007868], [4.405782, 0.545409, -1.225337], [-3.879795, -1.621841, 1.203504], [-0.942475, -0.889056, 0.497503], [-3.715603, -0.700071, 0.270000], [-3.196768, 2.904944, 1.416239], [-2.259483, -0.031908, -0.431451], [-5.227843, 0.147303, -0.536213], [3.563290, -1.752929, -0.079396], [2.133785, 2.028643, -1.434421], [1.292180, -2.364989, 0.611866], [-0.125985, 1.437750, -0.721036], [4.633464, 0.083015, -2.185307], [4.514104, 1.622364, -1.332403], [5.133636, 0.187802, -0.500673], [-3.906791, 2.543231, 0.877481], [-3.050823, -2.109465, 1.683163], [-4.863399, -1.913858, 1.524572], [-1.099400, -1.963240, 0.373153], [-1.062087, -0.619093, 1.551301], [-2.650381, 3.431630, 0.828659]], "atomic_forces_ev_per_a": [[0.013, 0.069, -0.017], [0.100, -0.024, 0.028], [-0.070, 0.028, -0.007], [-0.050, 0.023, -0.024], [-0.063, -0.012, 0.041], [-0.080, -0.012, -0.076], [-0.002, 0.002, -0.063], [-0.109, 0.044, -0.021], [-0.603, -0.005, 0.094], [0.170, 0.151, -0.080], [-0.029, 0.029, 0.300], [0.157, -0.134, -0.105], [0.081, -0.082, 0.113], [0.091, -0.078, 0.023], [0.042, 0.098, -0.028], [-0.028, -0.080, 0.036], [-0.028, 0.053, 0.024], [0.094, 0.002, -0.076], [0.068, 0.041, -0.015], [0.109, 0.015, 0.018], [0.054, -0.009, -0.128], [0.277, -0.025, 0.011], [-0.202, -0.003, 0.014], [0.064, 0.062, 0.116], [-0.007, -0.117, -0.038], [-0.048, -0.034, -0.140]]}

[3]
{"formula": "C10H13ClO2S", "method": "the ωB97M-V functional and the def2-TZVPD basis", "fmax_ha_per_bohr": 0.122, "homo_energy_ha": -0.28406, "de_lowest_kcal_mol": 75.4, "lumo_ev": 0.646, "e_tot_ha": -1397.5544, "species": ["C", "C", "C", "C", "C", "C", "C", "C", "C", "C", "O", "O", "S", "Cl", "H", "H", "H", "H", "H", "H", "H", "H", "H", "H", "H", "H", "H"], "positions_angstrom": [[-4.124042, 1.287524, 3.340413], [-2.816697, 1.679105, 3.724805], [-4.212156, 0.651386, 2.084667], [-1.666739, 1.546697, 2.879533], [-3.125533, 0.494920, 1.204910], [-1.855190, 0.937147, 1.622194], [3.708209, -0.315559, -2.709581], [2.910560, 0.383864, -0.518288], [0.375034, -0.738816, 0.947485], [2.505528, 0.221848, -1.899310], [-0.804084, 0.815547, -0.767711], [1.384986, 0.418862, -2.371377], [-0.276772, 0.797657, 0.771527], [-0.776165, -2.214506, 0.709952], [-4.875426, 1.496973, 4.018734], [-2.530600, 2.172700, 4.675441], [-5.294932, 0.351880, 1.760845], [-0.720551, 1.817370, 3.046706], [-3.314062, 0.104425, 0.241981], [3.649602, -1.255090, -3.356664], [4.624850, -0.340120, -2.084672], [3.787494, 0.460350, -3.520425], [3.261956, -0.593197, -0.263977], [2.048745, 0.639427, 0.119970], [3.760628, 0.980595, -0.192034], [0.968610, -0.923996, 1.944914], [-0.192356, 0.524278, -1.442070]], "atomic_forces_ev_per_a": [[4.228, -0.404, -1.573], [1.792, 0.568, -0.168], [-2.393, 0.125, -0.184], [-5.643, -2.142, -1.673], [0.076, 0.743, 1.675], [-0.825, 0.524, 0.114], [-0.120, 0.422, -2.000], [-1.066, 0.875, 2.386], [0.015, -1.582, 1.876], [0.088, -0.792, -2.092], [-1.977, 0.786, 1.358], [1.582, -0.313, 0.602], [-0.127, -1.690, -0.411], [0.837, 1.566, 0.255], [-1.773, 0.043, 0.841], [-0.974, -0.358, -0.423], [2.306, 0.386, 0.358], [3.327, 1.390, 1.554], [0.132, -0.456, -0.832], [-0.516, 0.962, 1.373], [-0.607, 0.035, -0.573], [0.443, -0.437, 0.722], [-0.089, -1.006, 0.536], [0.799, -0.175, -0.353], [0.103, 0.529, -0.925], [-1.121, 0.714, -2.154], [1.503, -0.310, -0.288]]}